# 1
{
  "formula": "C4H12NP",
  "method": "the ωB97M-V functional and the def2-TZVPD basis",
  "smiles": "CC(C)N(C)P",
  "mol_weight_g_mol": 105.1,
  "orbital_gap_ev": 9.56,
  "relative_energy_kj_mol": 239.2,
  "species": ["H", "H", "H", "H", "H", "C", "H", "C", "H", "N", "H", "P", "H", "C", "H", "C", "H", "H"],
  "coordinates": [[1.892, -1.461, -1.290], [-0.637, -1.246, -2.553], [0.001, -0.240, 2.482], [0.375, 0.729, -1.511], [1.068, 1.406, 1.558], [-0.851, -0.870, -1.600], [-1.878, 0.437, 1.971], [0.073, 1.696, 0.965], [-0.522, 2.333, 1.692], [-0.523, 0.487, 0.481], [0.385, 2.242, 0.057], [-1.091, -0.653, 1.577], [2.174, -0.520, 0.115], [1.391, -0.925, -0.423], [0.884, -1.734, 0.101], [0.191, -0.071, -0.822], [-1.444, -1.544, -1.057], [-1.487, -0.067, -1.741]],
  "forces_ev_per_a": [[-0.7617, 0.8030, 0.5976], [1.0343, -0.6638, -1.2410], [-0.7663, -0.9558, 0.3424], [0.6684, 0.9637, 0.2293], [-1.6058, 0.7811, -0.8791], [0.3110, 1.1988, 1.2080], [-0.8074, -0.4546, 1.2243], [2.2579, -0.1703, 0.9267], [0.2835, -0.9404, -1.1090], [0.9537, -0.3389, -4.3986], [-0.1666, 0.3421, 0.7296], [0.8884, 1.1974, 0.9346], [1.2802, 1.2189, 1.4427], [-1.3213, -1.9117, -2.4310], [0.5246, -0.2989, 0.5417], [-0.3932, -0.8170, 1.7520], [-0.3024, -1.3513, 1.0109], [-2.0773, 1.3975, -0.8810]]
}

***

# 2
{
  "formula": "C4H12NS",
  "method": "the ωB97M-V functional and the def2-TZVPD basis",
  "smiles": "CSCCC[NH3+]",
  "total_charge": 1,
  "mol_weight_g_mol": 106.2,
  "orbital_gap_ev": 8.93,
  "relative_energy_kj_mol": 51.7,
  "species": ["H", "N", "H", "C", "H", "H", "H", "S", "C", "H", "H", "H", "C", "H", "H", "H", "H", "C"],
  "coordinates": [[1.913, 0.109, -0.838], [-0.574, 2.192, 0.262], [-0.120, 2.822, -0.401], [0.694, -2.409, 1.434], [-1.610, 0.386, 0.415], [1.513, -2.892, 0.916], [-0.791, -0.590, -1.725], [0.826, -0.598, 1.205], [0.983, -0.396, -0.558], [-2.080, 1.395, -0.977], [1.205, -1.323, -1.099], [0.675, -2.617, 2.496], [-1.249, 1.000, -0.404], [-0.249, -2.710, 0.982], [-1.267, 2.653, 0.853], [0.177, 0.888, -2.051], [0.234, 1.826, 0.776], [-0.279, 0.262, -1.284]],
  "forces_ev_per_a": [[-0.2275, 0.6595, 0.5558], [0.3652, -0.7387, -0.4227], [-0.6235, 0.3063, -0.2249], [-0.5995, 0.5570, -0.7099], [-0.0230, -0.0472, 0.0093], [0.2083, -0.0813, 0.1952], [-0.3488, 0.3394, -0.3105], [0.5037, -0.2862, 0.6411], [-0.1600, 0.0651, -1.3454], [-0.1359, 0.0495, -0.0328], [-0.4857, -0.2965, 0.5340], [0.1531, 0.0186, 0.0794], [0.2285, 0.3292, -0.2836], [0.0130, -0.2524, 0.1285], [0.5343, 0.2860, 0.1364], [-0.5796, 0.1022, -0.3012], [-0.3897, -0.0465, 0.7727], [1.5669, -0.9641, 0.5784]]
}

***

# 3
{
  "formula": "C4H12NS",
  "method": "the ωB97M-V functional and the def2-TZVPD basis",
  "total_charge": 1,
  "mol_weight_g_mol": 106.2,
  "orbital_gap_ev": 10.04,
  "relative_energy_kj_mol": 283.0,
  "species": ["H", "H", "H", "C", "C", "H", "C", "H", "H", "H", "C", "H", "S", "H", "H", "H", "H", "N"],
  "coordinates": [[-0.017, 2.806, -0.639], [2.587, 0.313, 0.121], [0.435, -1.230, 1.686], [-0.128, -0.322, 1.546], [-0.250, 0.936, -0.623], [-0.076, -1.462, -1.697], [0.110, -1.574, -0.577], [-0.160, 0.816, -1.716], [-0.147, 2.178, 0.985], [2.417, 0.789, -0.588], [-0.477, -0.348, 0.043], [-0.864, -0.160, 2.297], [-2.243, -0.113, -0.217], [-2.103, -0.780, -1.486], [0.529, 0.558, 1.619], [1.141, -1.951, -0.270], [-0.674, -2.523, -0.447], [-0.079, 2.067, -0.037]],
  "forces_ev_per_a": [[0.2193, 2.8440, -1.1816], [-0.5865, 1.7488, -2.6217], [0.1261, -0.0058, 0.7907], [1.2513, 1.0730, -1.0151], [0.3530, -1.7110, -0.8178], [1.1790, -0.1996, 0.9738], [-2.2591, -3.3540, -2.2256], [-0.0654, 0.7603, 0.4931], [0.1478, 0.1251, -0.8889], [0.7381, -1.7833, 2.6060], [0.4286, 0.1386, 2.5198], [-1.0133, -0.2815, 0.2132], [-0.5275, -1.5482, -2.4430], [-0.8149, 1.0142, 1.5839], [0.4381, -0.7007, 0.6214], [-1.3967, 1.0400, -0.5598], [2.0577, 2.3922, 0.3594], [-0.2754, -1.5521, 1.5920]]
}

***

# 4
{
  "formula": "C4H12NS2",
  "method": "the ωB97M-V functional and the def2-TZVPD basis",
  "smiles": "CSSC[C@H](C)[NH3+]",
  "total_charge": 1,
  "mol_weight_g_mol": 138.3,
  "orbital_gap_ev": 9.45,
  "relative_energy_kj_mol": 49.2,
  "species": ["H", "H", "S", "H", "H", "C", "H", "H", "H", "H", "C", "H", "C", "N", "H", "S", "H", "H", "C"],
  "coordinates": [[-1.710, 1.732, 2.456], [-0.535, -1.040, 2.199], [1.293, -0.119, -1.310], [1.380, 0.277, 2.414], [1.433, 1.107, -3.302], [-0.651, -0.065, 1.779], [-1.427, 0.506, 3.816], [0.443, 1.597, 2.219], [0.502, 2.024, -2.157], [-2.607, 0.471, 2.542], [0.634, 1.030, -2.564], [-0.275, 0.664, -3.014], [-1.234, -0.186, 0.407], [0.678, 0.691, 1.800], [1.059, 0.997, 0.894], [-0.289, -1.215, -0.748], [-2.251, -0.589, 0.459], [-1.570, 0.707, -0.138], [-1.548, 0.684, 2.754]],
  "forces_ev_per_a": [[1.0887, 0.2463, 0.5158], [0.7639, -0.7630, -0.0276], [0.2283, 0.6969, -0.1269], [0.1634, -0.1914, -0.3775], [-0.1592, -0.0732, -0.1939], [-0.8494, 1.0377, 0.7330], [0.4945, 0.2156, 0.0411], [0.1075, -0.1357, 0.2811], [-0.2287, 0.1147, 0.2074], [0.2339, -0.9991, 0.2003], [0.8113, 0.1202, 0.0294], [-0.1526, -0.2344, -0.0854], [-0.7996, 0.2947, -1.2768], [-0.3778, 1.1356, 0.5180], [0.2366, -1.1150, -0.4273], [-0.6776, -0.7351, 0.2089], [0.3475, -0.8654, 0.4194], [0.9358, 0.6116, 0.4665], [-2.1665, 0.6391, -1.1054]]
}

***

# 5
{
  "formula": "C4H12NS2",
  "method": "the ωB97M-V functional and the def2-TZVPD basis",
  "s_squared": 1.747,
  "total_charge": 2,
  "spin_multiplicity": 2,
  "mol_weight_g_mol": 138.3,
  "orbital_gap_ev": [6.03, 6.90],
  "relative_energy_kj_mol": 652.2,
  "species": ["H", "H", "C", "N", "H", "H", "H", "H", "H", "H", "S", "H", "C", "H", "S", "C", "H", "H", "C"],
  "coordinates": [[2.368, 0.888, -1.462], [-0.421, 2.483, 1.753], [-0.136, 0.322, 1.920], [1.673, 2.026, 1.555], [-1.775, -2.532, -0.712], [-0.868, -1.042, -3.437], [-2.784, -1.501, -1.987], [-0.991, -0.874, -1.457], [1.903, 1.946, 2.553], [0.631, -0.433, 1.656], [-1.605, -0.194, 1.007], [2.181, 1.334, 0.953], [-0.808, -1.621, -2.507], [0.038, 1.614, 0.286], [2.527, -0.112, -0.599], [0.280, 1.734, 1.339], [-0.331, 0.237, 3.020], [-0.041, -2.404, -2.309], [-1.840, -1.873, -1.570]],
  "forces_ev_per_a": [[0.0472, 0.3298, -0.3619], [0.6162, -0.1881, 0.0552], [-0.3561, -1.0280, 0.6171], [-1.8384, -2.5760, 0.9160], [0.2420, 0.0296, -0.1275], [-0.2606, -0.0744, 0.5729], [-0.1833, 0.3120, 1.3090], [0.2264, 0.3376, 0.1686], [0.5059, 0.8776, -0.1569], [-0.2466, 0.2727, 0.1531], [0.4044, 0.1079, 0.6447], [0.9228, 0.8750, -0.2634], [-0.1984, -3.1883, 1.6392], [0.5430, 0.4587, -0.1946], [0.0979, -0.4749, 0.1104], [-0.8418, 1.1520, -0.1696], [0.3228, 0.5310, -0.9136], [0.5851, 1.5168, -0.4581], [-0.5885, 0.7289, -3.5407]]
}

***

# 6
{
  "formula": "C4H12O",
  "method": "the ωB97M-V functional and the def2-TZVPD basis",
  "smiles": "CCO.CC",
  "mol_weight_g_mol": 76.1,
  "orbital_gap_ev": 11.46,
  "relative_energy_kj_mol": 86.9,
  "species": ["C", "C", "C", "H", "H", "H", "O", "H", "H", "H", "H", "H", "C", "H", "H", "H", "H"],
  "coordinates": [[1.345, -1.594, 1.008], [-1.058, 0.588, -1.570], [0.936, -1.245, 2.434], [1.924, -0.745, 0.616], [-1.760, 0.140, -2.260], [-0.286, -0.158, -1.400], [-1.676, 0.559, -0.243], [1.805, -0.951, 3.017], [-0.974, 2.650, -1.121], [-2.563, 0.922, -0.359], [1.945, -2.498, 0.954], [0.489, 2.148, -1.761], [-0.594, 1.993, -1.893], [0.567, -1.602, 0.248], [0.341, -2.042, 2.867], [0.257, -0.397, 2.416], [-0.697, 2.233, -2.953]],
  "forces_ev_per_a": [[0.5809, 1.1267, -0.4560], [-0.1988, -0.6673, 1.9057], [-0.7482, 0.1047, -0.7535], [0.4601, -0.3138, 0.2018], [-0.1573, 0.2246, -0.5162], [0.5112, 0.2184, -0.5617], [-0.2616, 0.2095, -0.6831], [-0.0382, -0.3460, 0.2652], [-0.7538, 0.4969, -0.5360], [0.1107, -0.0297, 0.2406], [0.0200, -0.0443, -0.1095], [-0.0787, -0.5826, 0.1618], [1.6242, -0.3410, -0.2856], [-0.6111, -0.5746, 0.4393], [0.3225, -0.2433, 0.4303], [-0.0066, 0.2962, -0.0230], [-0.7754, 0.4655, 0.2798]]
}